1.
{"formula": "C5H3N3NaO3S2Se", "method": "ωB97M-V/def2-TZVPD", "e_homo_ha": -0.10237, "spin_multiplicity": 1, "energy_ev": -107281.66533, "total_charge": -1, "fmax_ha_per_bohr": 0.009, "symbols": ["Na", "O", "S", "O", "O", "S", "Se", "N", "C", "C", "C", "C", "N", "C", "N", "H", "H", "H"], "xyz": [[0.1760, 0.3859, 1.0504], [1.4010, 2.1262, 0.9659], [0.3002, 2.8825, 0.2844], [-0.9649, 2.1415, 0.6080], [0.2457, 4.2642, 0.7354], [0.5908, 2.7493, -1.6972], [-0.8173, -3.1172, 3.0868], [-1.0952, -4.3217, 1.8080], [-0.7782, -3.7339, 0.6723], [-0.8377, -4.3209, -0.6254], [-0.5009, -3.5323, -1.6764], [-0.1039, -2.1656, -1.4710], [-0.0282, -1.5896, -0.3132], [-0.3596, -2.3531, 0.7635], [-0.3194, -1.8331, 1.9710], [-1.1504, -5.3507, -0.7334], [-0.5295, -3.9038, -2.6913], [0.1475, -1.5502, -2.3291]], "forces_ev_per_a": [[0.063, -0.116, 0.025], [0.288, 0.127, 0.040], [-0.121, 0.237, 0.255], [-0.194, 0.169, -0.017], [-0.009, 0.035, -0.075], [0.048, -0.098, -0.263], [-0.109, 0.054, -0.149], [0.206, 0.036, 0.059], [-0.116, 0.165, 0.179], [0.025, 0.073, -0.314], [-0.092, -0.224, 0.164], [0.041, 0.237, 0.023], [0.048, -0.089, -0.311], [-0.072, -0.263, 0.081], [-0.024, -0.340, 0.300], [0.011, 0.006, -0.034], [-0.004, -0.040, 0.009], [0.011, 0.032, 0.029]]}

2.
{"formula": "C5H3N3O2", "method": "ωB97M-V/def2-TZVPD", "de_lowest_kcal_mol": 107.1, "e_homo_ha": -0.40387, "spin_multiplicity": 1, "smiles": "N#CC#Cc1cnon1.O", "energy_ev": -13793.84684, "total_charge": 0, "fmax_ha_per_bohr": 0.035, "symbols": ["N", "C", "C", "C", "C", "N", "O", "N", "C", "H", "O", "H", "H"], "xyz": [[-3.0836, -0.9651, 0.0810], [-2.0268, -0.5483, -0.1803], [-0.6631, -0.2947, -0.2535], [0.5428, -0.1721, -0.2472], [1.9651, -0.0967, -0.1731], [2.6227, 1.0337, -0.0943], [3.9168, 0.7097, -0.0308], [4.1028, -0.6253, -0.0426], [2.9224, -1.1594, -0.1045], [2.7664, -2.2318, -0.0346], [-4.6010, 1.6910, 0.1684], [-3.7901, 1.9527, 0.6251], [-4.6744, 0.7061, 0.2865]], "forces_ev_per_a": [[1.396, 0.913, -0.687], [-0.889, -1.110, 0.880], [0.948, 0.160, -0.195], [-1.109, -0.043, 0.097], [0.305, 0.001, 0.268], [-0.556, 0.030, -0.301], [0.039, 0.122, -0.056], [-0.050, -0.546, 0.196], [-0.113, 0.049, 0.041], [0.093, 0.333, -0.245], [-0.090, -1.157, 0.206], [-0.261, -0.231, -0.078], [0.288, 1.479, -0.126]]}

3.
{"formula": "C5H3NO", "method": "ωB97M-V/def2-TZVPD", "de_lowest_kcal_mol": 78.5, "e_homo_ha": -0.34247, "spin_multiplicity": 1, "energy_ev": -8766.60238, "total_charge": 0, "fmax_ha_per_bohr": 0.079, "symbols": ["N", "C", "C", "C", "O", "C", "C", "H", "H", "H"], "xyz": [[3.1191, 0.0872, -0.3625], [1.9887, -0.0221, -0.1311], [0.5683, -0.1685, 0.1303], [0.4062, 1.1312, 0.3832], [-1.5263, 1.0625, 0.0894], [-1.6596, -0.1831, -0.2082], [-0.5315, -0.9971, -0.1989], [0.7972, 1.7368, 1.2048], [-2.6496, -0.5948, -0.4715], [-0.5125, -2.0519, -0.4353]], "forces_ev_per_a": [[-0.978, 0.059, 0.262], [1.434, -2.039, -0.198], [0.822, 0.857, -0.647], [-4.062, 0.239, 0.256], [2.111, -0.037, 0.908], [0.728, -0.317, 0.234], [-0.033, 0.096, -0.127], [-0.544, 0.323, -0.647], [0.417, 0.560, 0.045], [0.104, 0.260, -0.088]]}

4.
{"formula": "C5H3NO", "method": "ωB97M-V/def2-TZVPD", "de_lowest_kcal_mol": 39.0, "e_homo_ha": -0.34724, "spin_multiplicity": 1, "smiles": "N#Cc1ccco1", "energy_ev": -8768.31426, "total_charge": 0, "fmax_ha_per_bohr": 0.054, "symbols": ["O", "C", "C", "C", "C", "C", "N", "H", "H", "H"], "xyz": [[0.8901, -0.0722, 0.9422], [0.2359, -0.7433, -0.0508], [-0.8528, -0.0522, -0.4387], [-0.7940, 1.2054, 0.2188], [0.2596, 1.1090, 1.0957], [0.8217, -1.8896, -0.6374], [1.2421, -2.8086, -1.2005], [-1.6026, -0.2756, -1.1830], [-0.8384, 1.8187, -0.6633], [0.6385, 1.7085, 1.9170]], "forces_ev_per_a": [[-0.103, -0.369, 0.353], [-0.291, -0.432, 0.211], [0.279, -0.612, -0.189], [0.843, -0.391, -0.671], [0.046, 0.037, -0.196], [0.371, -1.106, -0.243], [-0.274, 0.729, 0.496], [0.395, -0.230, -0.156], [-1.303, 2.272, 0.901], [0.039, 0.100, -0.506]]}

5.
{"formula": "C5H3NO", "method": "ωB97M-V/def2-TZVPD", "de_lowest_kcal_mol": 120.8, "e_homo_ha": -0.29614, "spin_multiplicity": 1, "energy_ev": -8764.76845, "total_charge": 0, "fmax_ha_per_bohr": 0.073, "symbols": ["C", "C", "C", "C", "C", "N", "O", "H", "H", "H"], "xyz": [[-2.0523, -0.8924, 0.2036], [-2.4658, 0.3569, 0.3598], [-0.7521, -1.2636, -0.0361], [1.3221, 0.2625, -0.3709], [2.6447, 0.3656, -0.3156], [0.1281, 0.3078, -0.1741], [-2.5996, 1.4779, 0.4109], [-2.8232, -1.6975, 0.3551], [3.1448, 0.7099, 0.6810], [3.4535, 0.3730, -1.1136]], "forces_ev_per_a": [[-1.892, -2.931, 0.527], [1.181, 1.802, -0.382], [2.668, 2.607, -0.389], [1.566, -0.010, 0.803], [2.003, 0.964, 0.741], [-2.351, -2.432, -0.339], [-0.718, 0.337, 0.255], [0.864, 0.824, -0.239], [-1.436, -0.933, -1.632], [-1.885, -0.228, 0.655]]}

6.
{"formula": "C5H3NO2", "method": "ωB97M-V/def2-TZVPD", "de_lowest_kcal_mol": 29.8, "e_homo_ha": -0.35928, "spin_multiplicity": 1, "smiles": "O=C1C=CN=CC1=O", "energy_ev": -10816.12060, "total_charge": 0, "fmax_ha_per_bohr": 0.076, "symbols": ["C", "C", "C", "C", "C", "H", "H", "H", "N", "O", "O"], "xyz": [[0.7199, -0.5302, 0.4021], [-0.0931, -1.5797, -0.2724], [-1.1451, -1.1839, -1.1019], [-0.9795, 1.1099, -0.3984], [0.3414, 0.9382, 0.2591], [0.2709, -2.6429, -0.0415], [-1.8996, -1.8385, -1.5391], [-1.4555, 2.1010, -0.2234], [-1.6277, 0.1651, -0.9445], [1.6997, -0.7032, 1.0720], [0.9774, 1.7906, 0.8136]], "forces_ev_per_a": [[0.279, 0.210, -0.218], [-0.718, -0.810, -1.195], [1.509, 0.357, 3.604], [-0.378, 0.916, 0.148], [-0.713, -0.389, 0.021], [-0.835, 1.608, -0.733], [0.685, 0.050, -0.279], [0.136, -0.700, -0.398], [-0.198, -0.221, -0.838], [0.460, -1.280, 0.277], [-0.227, 0.258, -0.389]]}

7.
{"formula": "C5H3NO3S2", "method": "ωB97M-V/def2-TZVPD", "de_lowest_kcal_mol": 0.0, "e_homo_ha": [-0.35886, -0.33515], "spin_multiplicity": 1, "energy_ev": -34531.20527, "total_charge": 0, "fmax_ha_per_bohr": 0.039, "symbols": ["C", "C", "C", "C", "C", "N", "O", "O", "O", "S", "S", "H", "H", "H"], "xyz": [[-0.9035, 0.2549, 0.1357], [-1.6339, 1.3691, 0.1735], [0.5427, 0.5087, 0.0674], [0.8463, 1.8095, -0.0936], [1.4356, -0.6597, 0.0009], [2.8151, -0.4339, 0.0457], [1.0376, -1.7969, -0.1029], [-0.8943, 3.8122, -0.6708], [4.8725, 0.8924, -0.5391], [-0.5774, 2.8292, 0.3583], [3.7629, 0.9185, 0.3807], [-1.2752, -0.7553, 0.0883], [-2.7017, 1.4624, 0.2113], [3.3341, -1.2523, -0.2672]], "forces_ev_per_a": [[-0.020, 0.253, -0.183], [0.706, 0.147, 0.318], [-0.084, 0.464, -0.233], [0.056, -0.876, 0.479], [0.811, -0.195, 0.169], [0.208, -0.201, -0.201], [-0.204, 0.221, -0.055], [-0.234, 0.742, -0.319], [0.899, 0.015, -0.888], [0.029, -0.793, -0.053], [-1.871, 0.097, 0.754], [-0.100, -0.120, 0.070], [-0.225, 0.147, -0.048], [0.030, 0.099, 0.191]]}